1.
ORCA calculation (ωB97M-V/def2-TZVPD) on one molecule with the formula H3N3O in a non-equilibrium geometry.

Geometry as XYZ:
```
7
Properties=species:S:1:pos:R:3:forces:R:3
H -1.37638 -0.02615 -1.60313 -0.3530 0.3013 0.3344
N -0.45429 -0.38118 -1.38629 2.2461 0.9686 5.1276
N -0.23393 0.14987 -0.05507 -2.7521 -1.4206 -6.6601
N 0.89947 -0.07041 0.57645 1.9365 -1.2478 1.5522
O -1.00834 0.92297 0.47027 -0.3263 0.4585 0.6646
H 1.35973 -1.03043 0.51233 -1.2059 1.9883 -0.0759
H 0.81373 0.43532 1.48545 0.4547 -1.0484 -0.9428
```
Forces are in eV/Å.

Calculated values
- SMILES = [H]/N=[N+](/N)[O-]
- HOMO (eV) = -9.4
- M (g mol⁻¹) = 61.04
- total charge = 0
- orbital gap (eV) = 9.82
- energy (eV) = -6562.4534
- F_max (eV/A) = 7.34
- ΔE to the lowest compared entry with this formula, charge and spin (kcal/mol) = 67.7

2.
ORCA calculation (ωB97M-V/def2-TZVPD) on C11H7NO5Y as an isolated structure in a non-equilibrium geometry.

Geometry as XYZ:
```
25
Properties=species:S:1:pos:R:3:forces:R:3
O -0.87730 -4.09029 -3.00299 0.0384 4.0164 1.1445
C -0.86182 -2.99528 -2.67850 -0.1773 -6.8930 -2.2259
Y -0.76550 -0.82899 -1.88480 0.8167 1.0145 1.8168
O -2.31448 0.72368 -4.69296 2.7573 -2.1450 5.1117
C -1.79902 0.30350 -3.73861 -3.6323 2.9751 -6.6574
C -0.82467 1.77619 -1.31944 0.1314 1.8775 0.7073
O -0.81568 2.85962 -1.01954 -0.0419 -1.6670 -0.4910
C 1.14540 0.05323 -2.87504 7.4579 2.0862 -3.3791
O 2.18331 0.30822 -3.32389 -5.2794 -1.1468 2.2438
C -2.84635 -0.45864 -0.94097 -7.6430 0.1404 3.8847
O -3.87300 -0.47279 -0.40311 5.1724 0.2257 -2.7343
N 0.29897 -1.21518 0.13661 -1.5512 0.1763 -2.9099
C 0.58400 -0.26019 1.16290 0.1537 0.2385 1.0113
C 1.61649 0.64810 0.96332 -0.1271 -0.0477 -0.0250
C 1.97076 1.46788 2.03749 -0.0695 0.0194 -0.2121
C 1.27443 1.37092 3.24489 0.0031 -0.0698 0.0312
C 0.21219 0.47510 3.39380 -0.2426 0.0295 -0.0632
C -0.16570 -0.34641 2.33125 0.2963 -0.0503 -0.0938
H 1.07163 -1.54764 -0.44873 0.7184 -0.5678 1.2095
H -0.39419 -1.94452 0.32886 0.8191 -0.3830 1.0662
H 2.13353 0.69582 -0.01023 0.0210 -0.0475 0.6023
H 2.79936 2.16551 1.91797 -0.2550 -0.1239 0.1283
H 1.56431 1.99963 4.08415 -0.0345 -0.1455 -0.1763
H -0.32957 0.38923 4.33621 0.2032 0.1633 -0.2227
H -0.98710 -1.07671 2.40135 0.4649 0.3244 0.2329
```
Forces are in eV/Å.

Calculated values
- HOMO (eV) = -18.5
- M (g mol⁻¹) = 322.08
- total charge = +3
- orbital gap (eV) = 3.93
- energy (eV) = -24257.6488
- F_max (eV/A) = 8.57
- ΔE to the lowest compared entry with this formula, charge and spin (kcal/mol) = 5.2

3.
ORCA calculation (ωB97M-V/def2-TZVPD) on one molecule with the formula C5H7NO2 in a non-equilibrium geometry.

Geometry as XYZ:
```
15
Properties=species:S:1:pos:R:3:forces:R:3
C 1.81136 0.48464 -1.08978 -0.8001 -3.0941 -1.9188
C 1.03669 0.54573 0.14673 -3.0383 -0.0428 0.8161
C 0.65193 0.66355 1.38174 -0.8564 -1.5976 -3.0614
C -0.42818 -0.00766 0.51056 0.7765 2.4130 0.3428
N -1.69132 0.67059 0.23756 2.2504 -0.8135 -5.6934
C -0.59744 -1.43936 0.33294 1.3332 -1.9958 -0.8244
O 0.34216 -2.20050 0.35873 0.0700 -0.1642 0.4849
O -1.79728 -1.87776 -0.08931 0.9016 -0.6570 0.4426
H 2.80374 0.23731 -0.81074 1.3538 0.5130 -0.0659
H 1.70373 1.21866 -1.91025 0.0710 0.1203 1.0675
H 1.52109 -0.54932 -1.64870 0.2669 2.2009 1.3936
H 0.63864 0.85283 2.39633 0.7279 0.5591 1.7006
H -1.64752 1.32907 -0.59088 -0.0176 -1.1676 1.3152
H -2.05953 1.14332 0.94070 -1.7826 2.5144 4.0946
H -2.28805 -1.07110 -0.16563 -1.2564 1.2118 -0.0941
```
Forces are in eV/Å.

Calculated values
- SMILES = CC1=C[C@]1(N)C(=O)O
- HOMO (eV) = -9.6
- M (g mol⁻¹) = 113.12
- total charge = 0
- orbital gap (eV) = 10.30
- energy (eV) = -10880.7283
- F_max (eV/A) = 6.18
- ΔE to the lowest compared entry with this formula, charge and spin (kcal/mol) = 66.6

4.
ORCA calculation (ωB97M-V/def2-TZVPD) on a 2-piece molecular cluster, C16H13Cl4O3 overall in a non-equilibrium geometry.

Geometry as XYZ:
```
36
Properties=species:S:1:pos:R:3:forces:R:3
Cl -2.18724 -4.48049 1.48644 -0.0848 -0.1370 0.0837
C -0.73841 -4.43883 0.59377 1.2389 0.4074 0.4633
C 0.48819 -4.41071 1.18960 -1.1436 -0.0781 -0.5874
Cl 0.67349 -4.57468 2.87135 0.0310 0.0958 0.1812
C 1.76114 -4.35675 0.39829 1.1543 -0.8502 0.2547
O 2.84549 -4.62957 0.90037 -1.8232 0.7149 -0.6403
C 1.59435 -4.18654 -1.07790 -0.9470 -0.0267 -0.6654
Cl 3.02383 -4.29989 -1.97727 0.0685 0.1527 -0.0437
C 0.36651 -4.18222 -1.67449 0.7933 -0.5763 0.9016
Cl 0.17699 -4.27256 -3.36170 0.0249 0.2187 -0.1476
C -0.89975 -4.33249 -0.89053 -0.7254 0.4192 -0.8641
O -1.99889 -4.35676 -1.43095 1.5041 -0.0972 0.9260
C -0.01187 3.83785 1.58602 -0.0341 -0.0135 0.2253
C -0.82902 3.07513 0.54128 0.4452 -0.5706 -0.2882
C -2.12757 2.59889 1.18821 -0.0803 0.0966 0.0521
C -1.17347 4.06000 -0.57804 -0.2025 0.0231 -0.1029
C -0.02041 1.87815 -0.01703 -0.0881 0.0641 0.1022
C -0.48401 0.55169 0.06747 0.0578 0.4201 -0.0591
C 0.22772 -0.51344 -0.44024 1.0049 0.1655 -0.3446
C 1.54810 -0.35938 -1.04067 -0.9442 1.0266 0.5525
O 2.22725 -1.35768 -1.39246 0.4149 -0.3455 -0.2545
C 1.98390 1.04237 -1.15958 -0.0941 -1.1811 -0.0137
C 1.22894 2.07728 -0.64875 -0.4701 0.0187 0.1993
H 0.88977 4.27237 1.14757 -0.0312 -0.0668 0.0414
H -0.61548 4.64918 2.00574 0.0507 0.0929 0.0128
H 0.28436 3.18107 2.40799 0.0308 -0.0015 -0.0688
H -2.77256 2.09243 0.46600 0.0567 -0.0181 0.0408
H -1.93428 1.92016 2.02255 -0.0009 -0.0060 -0.0683
H -2.68243 3.45330 1.58105 -0.0220 0.0962 0.0229
H -1.74348 3.56888 -1.37095 0.0742 -0.0115 0.0145
H -1.78747 4.87355 -0.17829 0.0216 0.0972 -0.0292
H -0.27278 4.49486 -1.01817 -0.0499 -0.0656 -0.0052
H -1.43431 0.32468 0.54748 0.0986 0.1222 -0.1005
H -0.16994 -1.52439 -0.36603 0.0466 0.0829 0.0289
H 2.94773 1.22622 -1.64777 -0.3159 -0.0460 0.2154
H 1.61561 3.09833 -0.73035 -0.0594 -0.2228 -0.0352
```
Forces are in eV/Å.

Calculated values
- HOMO (eV) = -3.0
- M (g mol⁻¹) = 395.09
- total charge = -1
- orbital gap (eV) = 3.54
- energy (eV) = -73035.5415
- F_max (eV/A) = 2.06
- ΔE to the lowest compared entry with this formula, charge and spin (kcal/mol) = 15.5